# CH2F3P

A cluster of 2 separate species, CH2F3P in total at a distorted geometry (the ωB97M-V functional and the def2-TZVPD basis, OMol25).

Structure (XYZ):
```
7
Properties=species:S:1:pos:R:3:forces:R:3:mulliken_spin:R:1
C 1.2593 0.1621 0.0703 -0.344 0.031 -2.776 0.8354
F -0.9171 1.1901 1.1645 -0.178 1.042 1.470 0.0188
F -0.9232 0.8084 -1.0890 0.157 0.014 -0.815 0.0109
F -2.4736 -2.1911 0.0533 0.359 0.332 0.038 0.8618
P -0.4786 0.0579 0.2159 -0.699 -1.525 0.013 0.2114
H 1.4000 0.0108 -1.0374 0.250 0.257 0.998 0.0275
H 2.1332 -0.0382 0.6223 0.455 -0.152 1.071 0.0341
```
Positions in Å, forces in eV/Å.

Summary:
Spin multiplicity ... 3
Frontier orbital gap (spin up / spin down) ... 10.4567 / 6.6477 eV
Energy relative to the best compared isomer or geometry (same formula, charge and spin) ... 1.4863 eV
F_max ... 2.80 eV Å⁻¹
HOMO energy (spin up / spin down) ... -9.495 / -10.348 eV
Calculated total energy ... -18507.146 eV
<S²> ... 2.009